1.
The following is a quantum chemistry calculation of an isolated molecule of C7H17NOSi, from OMol25.

- structure (SMILES) = [H]/N=C/O[Si](C)(C)C(C)(C)C
- frontier orbital gap (eV) = 10.3
- net charge = 0
- energy relative to the best compared isomer or geometry (same formula, charge and spin) (eV) = 0.033
- multiplicity = 1
- LUMO energy (eV) = 0.82
- E_tot (a.u.) = -696.4165

Last column: Löwdin charge in e.
Element x y z (Å)
H: -4.04286 -1.29799 -0.27118  0.0584
N: -3.04038 -1.03968 -0.23915  0.1140
C: -2.71841 -0.25028 0.69821  -0.3840
O: -1.59947 0.39204 0.70154  -0.1327
Si: -0.27216 0.83105 -0.10327  0.5715
C: -0.84759 1.23947 -1.83198  -0.1334
C: 0.31704 2.30181 1.10398  -0.1242
C: 1.02113 -0.60337 0.03591  -0.6215
C: 0.65281 -1.66057 -1.02831  -0.1059
C: 2.48642 -0.20639 -0.13440  -0.0920
C: 0.78768 -1.29640 1.36279  -0.0946
H: -3.39105 0.14798 1.47251  0.1339
H: -0.96478 2.30909 -2.10787  0.0456
H: -0.18444 0.83209 -2.53467  -0.0022
H: -1.88626 1.01581 -2.04776  0.0332
H: 0.14865 2.08516 2.10722  -0.0091
H: 1.39008 2.57373 1.03091  0.0315
H: -0.33644 3.14635 0.97768  0.0103
H: 0.64268 -1.23709 -2.09234  0.0937
H: 1.42195 -2.42295 -1.01374  0.0650
H: -0.28366 -2.18501 -0.67939  0.0923
H: 2.57264 0.50891 -0.94895  0.0684
H: 3.13518 -1.05966 -0.34665  0.0768
H: 2.80303 0.32919 0.85756  0.1115
H: 1.16678 -0.75991 2.13263  0.0457
H: -0.26016 -1.47465 1.53515  0.0733
H: 1.28160 -2.21872 1.36355  0.0746

Cartesian forces, eV/Å:
0.926 0.056 0.639
-0.489 -0.160 -0.205
-2.372 0.004 -1.114
0.275 0.051 1.783
2.139 1.216 0.729
-0.813 2.128 0.451
0.530 -0.692 -2.534
-0.860 -0.232 -1.053
-0.584 0.267 -0.585
-0.180 1.498 1.906
-1.227 -0.146 -1.833
0.034 -0.469 0.017
0.899 -0.108 0.597
0.671 -0.760 -1.241
-0.086 -1.220 0.213
-0.248 -1.139 1.865
-0.681 0.069 -0.286
-0.032 0.736 -0.574
-0.435 -0.743 1.430
0.321 -0.308 -0.056
0.584 0.715 -1.070
0.331 0.115 -0.126
-0.049 0.016 0.216
-0.145 -0.918 -1.892
1.088 1.857 2.613
-0.411 -0.175 0.128
0.815 -1.659 -0.019

2.
The following is a quantum chemistry calculation of a cluster of 4 separate species, C37H74IN3O16S3 in total, from OMol25.

- structure (SMILES) = CC(=O)OCCCC[C@@H]1[C@@H](CC(=O)I)C[C@H](SCC(=O)OC[C@@H](C)OC(=O)CS)OS1(=O)=O.COCCNCCOC.COCCNCCOC.COCCNCCOC
- frontier orbital gap (eV) = 9.0
- net charge = 0
- multiplicity = 1
- LUMO energy (eV) = 0.32
- E_tot (a.u.) = -4314.4222

Last column: Löwdin charge in e.
Element x y z (Å)
C: 8.65655 -3.59157 -0.57639  0.0129
C: 8.92005 -3.55497 0.91257  -0.5312
O: 9.39945 -4.45935 1.52505  0.1335
O: 8.62015 -2.37892 1.54013  -0.0246
C: 7.28603 -1.87746 1.34167  -0.1921
C: 6.80645 -1.30763 2.66551  -0.1522
C: 5.65282 -0.30532 2.53688  -0.1739
C: 4.65863 -0.63845 1.42045  -0.1695
C: 3.39200 0.23571 1.48842  -0.2935
C: 2.04597 -0.42234 1.13813  -0.2947
C: 1.84335 -1.78476 1.84055  -0.1706
C: 2.09233 -2.93636 0.88904  -0.8255
O: 3.05171 -3.63036 0.86547  0.0227
I: 0.50323 -3.22652 -0.53526  0.9212
C: 0.89525 0.54167 1.50473  -0.1573
C: 1.33173 2.00574 1.50869  -0.6246
S: -0.13196 3.03658 1.48479  1.0193
C: 0.44271 4.66403 2.06869  -0.3367
C: 1.30476 4.61805 3.31149  -0.5308
O: 0.90773 4.85512 4.41116  0.1590
O: 2.58925 4.22699 3.05752  -0.0452
C: 3.62248 5.22836 3.13622  -0.0763
C: 3.99342 5.71706 1.74081  -0.3025
C: 3.24116 6.96892 1.27769  -0.0038
O: 5.41342 5.93245 1.78966  0.0017
C: 6.04736 5.81862 0.61400  -0.5756
O: 5.48908 5.79550 -0.44436  0.1328
C: 7.54332 5.72128 0.78583  -0.4427
S: 8.03603 4.22033 1.68162  0.7349
O: 2.18770 2.31124 0.38234  -0.2256
S: 3.61547 1.59259 0.34542  0.6511
O: 4.61131 2.48185 0.86298  -0.2489
O: 3.75708 1.07005 -0.97626  -0.2362
H: 8.57565 -2.58553 -0.98481  0.0828
H: 9.46997 -4.12663 -1.05884  0.0897
H: 7.71457 -4.10891 -0.76549  0.0926
H: 7.31092 -1.10588 0.56572  0.1301
H: 6.64178 -2.69314 1.00523  0.1304
H: 6.54410 -2.11956 3.34605  0.1227
H: 7.66747 -0.80944 3.11600  0.1209
H: 5.10237 -0.29816 3.48341  0.1165
H: 6.02406 0.71165 2.39126  0.1132
H: 4.38789 -1.69402 1.42736  0.1017
H: 5.13867 -0.46099 0.45464  0.1120
H: 3.32535 0.67469 2.48838  0.1407
H: 2.02667 -0.55979 0.05332  0.1207
H: 2.52293 -1.90478 2.68663  0.1337
H: 0.81040 -1.85412 2.17954  0.1042
H: 0.05367 0.38284 0.82573  0.1200
H: 0.52362 0.34170 2.51326  0.1290
H: 1.87763 2.23229 2.41805  0.0986
H: -0.46883 5.20304 2.32034  0.0891
H: 0.95127 5.19105 1.26170  0.0770
H: 4.48433 4.73616 3.58127  0.1403
H: 3.29627 6.04308 3.78617  0.1368
H: 3.78594 4.89605 1.05678  0.1285
H: 2.63218 7.38973 2.08217  0.0897
H: 2.57360 6.72365 0.45160  0.0733
H: 3.92071 7.73763 0.92164  0.0772
H: 7.92489 6.57183 1.34877  0.0831
H: 7.98771 5.71250 -0.20495  0.0830
H: 7.83101 3.38544 0.65587  -0.1321
C: -5.01156 -7.35671 0.53271  -0.1079
O: -5.73998 -6.56427 -0.38417  -0.2214
C: -6.49570 -5.51428 0.20633  -0.2161
C: -5.95797 -4.16686 -0.22002  -0.2158
N: -4.64188 -3.92944 0.35319  -0.0485
C: -3.96036 -2.74517 -0.15176  -0.2033
C: -3.57460 -2.72006 -1.62603  -0.2285
O: -2.58596 -3.67178 -1.97243  -0.2592
C: -3.05831 -4.95836 -2.32717  -0.0962
H: -4.57893 -8.18045 -0.03234  0.0889
H: -4.20779 -6.79246 1.01842  0.0820
H: -5.66637 -7.76910 1.30730  0.0898
H: -6.49052 -5.60460 1.29655  0.1246
H: -7.53022 -5.61037 -0.13767  0.1203
H: -6.64143 -3.38498 0.12502  0.1244
H: -5.95651 -4.14581 -1.31945  0.1090
H: -4.06108 -4.74105 0.18245  0.0752
H: -3.04283 -2.62036 0.42960  0.1047
H: -4.58776 -1.87118 0.05359  0.1190
H: -3.13517 -1.74050 -1.83278  0.1209
H: -4.44324 -2.82492 -2.28714  0.1118
H: -4.04061 -4.90580 -2.80460  0.0899
H: -3.12121 -5.62937 -1.46590  0.0750
H: -2.34669 -5.38442 -3.03410  0.0895
C: -9.84809 -11.89161 1.46077  -0.1197
O: -10.09789 -12.00267 0.07578  -0.1968
C: -10.90591 -10.96315 -0.46206  -0.2189
C: -10.11641 -10.12007 -1.43820  -0.2201
N: -9.08968 -9.35194 -0.75113  -0.0472
C: -8.15917 -8.65051 -1.62908  -0.1948
C: -7.25001 -9.48706 -2.51951  -0.2175
O: -6.29249 -10.24619 -1.80277  -0.1828
C: -6.71542 -11.52885 -1.38544  -0.1012
H: -9.30866 -12.78753 1.76292  0.0876
H: -9.23878 -11.01348 1.70278  0.0812
H: -10.78097 -11.83445 2.03090  0.0873
H: -11.31018 -10.33896 0.34069  0.1214
H: -11.74445 -11.42813 -0.98799  0.1211
H: -10.79930 -9.42775 -1.94031  0.1234
H: -9.70648 -10.79555 -2.20299  0.1088
H: -8.56598 -9.97618 -0.15011  0.0740
H: -7.51270 -8.03045 -1.00579  0.0955
H: -8.73424 -7.96759 -2.26417  0.1220
H: -6.67830 -8.79483 -3.14285  0.1223
H: -7.81387 -10.13828 -3.19921  0.1102
H: -7.43221 -11.96358 -2.08820  0.0886
H: -7.16935 -11.51453 -0.38985  0.0724
H: -5.83362 -12.16839 -1.34506  0.0870
C: -0.27392 11.73856 -3.70228  -0.1189
O: 1.07580 11.59596 -4.09141  -0.1965
C: 1.86014 12.77228 -3.93986  -0.2184
C: 2.93072 12.57089 -2.89084  -0.2186
N: 2.34244 12.44951 -1.56544  -0.0512
C: 3.27786 12.07161 -0.51426  -0.2018
C: 3.92972 10.69682 -0.60186  -0.2227
O: 3.02548 9.61978 -0.43802  -0.2002
C: 2.38652 9.17423 -1.61989  -0.0897
H: -0.78113 10.80956 -3.95642  0.0877
H: -0.37858 11.91582 -2.62594  0.0818
H: -0.75853 12.56111 -4.23798  0.0876
H: 1.22559 13.62459 -3.67882  0.1220
H: 2.33766 12.98383 -4.90059  0.1216
H: 3.60385 13.43362 -2.90143  0.1239
H: 3.51724 11.68778 -3.18193  0.1083
H: 1.59467 11.76806 -1.60226  0.0746
H: 2.74318 12.12360 0.43739  0.1188
H: 4.07181 12.82481 -0.47288  0.1182
H: 4.64214 10.61989 0.22453  0.1211
H: 4.50251 10.56694 -1.52789  0.1126
H: 3.02366 9.31328 -2.49717  0.0923
H: 1.43308 9.68204 -1.79169  0.0755
H: 2.18608 8.10893 -1.50383  0.0793

Cartesian forces, eV/Å:
-0.126 0.216 0.135
-0.065 0.160 -0.209
0.229 -0.061 0.055
-0.212 -0.311 0.299
0.215 0.100 -0.159
0.222 0.217 0.018
-0.291 -0.198 0.124
0.093 0.233 -0.270
-0.018 -0.230 0.132
-0.057 0.224 0.045
0.014 0.048 -0.266
0.170 -0.031 0.052
-0.021 0.019 0.063
-0.214 0.034 -0.054
-0.054 0.067 0.012
-0.072 0.092 0.154
-0.054 -0.002 0.024
0.015 -0.065 -0.060
-0.001 -0.075 -0.087
0.020 0.175 0.060
-0.173 0.194 -0.300
0.198 -0.115 0.270
-0.414 0.103 -0.028
-0.130 -0.214 0.137
0.087 -0.092 0.066
0.182 0.138 0.301
-0.183 -0.105 -0.410
-0.024 -0.093 -0.141
0.076 0.038 0.036
-0.098 -0.120 -0.074
0.103 0.110 0.051
-0.072 0.033 0.045
0.027 0.053 -0.025
0.033 -0.027 -0.033
-0.076 -0.087 -0.004
0.077 -0.091 -0.035
-0.010 0.001 0.010
-0.069 0.092 -0.048
-0.049 -0.079 -0.119
-0.050 0.014 0.041
0.089 0.071 0.030
0.032 -0.042 -0.073
-0.030 0.013 0.144
-0.046 -0.181 -0.038
0.033 0.055 -0.035
-0.005 -0.123 0.030
-0.076 0.019 0.042
0.046 -0.082 0.064
0.048 0.028 -0.044
0.070 -0.068 -0.006
0.129 0.011 0.041
-0.044 -0.070 -0.029
0.110 -0.097 0.048
0.007 0.014 -0.005
0.009 -0.070 0.058
0.231 -0.068 -0.053
0.084 0.074 -0.019
0.045 0.061 -0.036
-0.008 -0.004 0.000
-0.042 -0.029 0.053
0.044 0.109 0.035
-0.060 -0.045 0.005
-0.032 -0.080 -0.056
0.109 0.071 0.033
-0.126 -0.004 -0.023
0.103 -0.013 -0.011
-0.002 -0.054 -0.104
0.033 -0.018 0.111
0.003 0.144 -0.017
0.079 -0.047 0.014
0.077 -0.004 -0.037
-0.013 -0.003 -0.004
-0.028 0.013 0.033
0.009 -0.003 0.013
0.040 0.037 0.004
0.002 -0.037 0.013
0.008 0.015 -0.005
-0.069 0.018 0.001
0.008 0.007 0.030
0.000 0.023 -0.009
-0.017 -0.005 -0.012
0.014 -0.015 -0.025
-0.020 -0.061 0.044
-0.013 -0.009 0.012
-0.065 0.009 0.000
-0.002 0.013 -0.006
-0.023 -0.050 -0.008
0.073 0.053 0.033
-0.104 -0.018 -0.053
0.105 -0.009 0.030
0.014 -0.116 -0.040
-0.015 0.087 0.147
0.014 0.090 -0.125
-0.021 -0.022 0.045
0.078 -0.005 -0.007
0.006 0.001 -0.006
-0.032 0.022 0.008
0.004 0.003 0.014
0.033 0.031 -0.008
-0.002 -0.018 0.025
0.012 0.008 -0.015
-0.062 0.001 -0.033
0.006 0.026 0.012
0.001 0.020 -0.027
-0.012 -0.030 -0.028
0.016 -0.013 0.007
-0.022 -0.035 0.062
-0.014 -0.006 0.010
-0.051 -0.011 -0.024
0.001 0.005 -0.005
-0.003 -0.016 -0.055
-0.023 -0.014 0.097
0.053 0.055 -0.091
-0.038 -0.070 0.070
0.010 -0.097 -0.071
-0.090 0.064 0.046
0.135 0.006 0.082
-0.062 0.085 -0.083
0.001 -0.084 0.060
0.005 -0.005 0.004
-0.001 0.039 -0.006
-0.014 0.001 0.006
0.012 -0.005 0.045
-0.029 -0.005 -0.012
0.014 -0.005 0.013
0.037 0.041 -0.046
-0.006 0.015 0.019
0.021 0.004 0.008
0.009 -0.003 -0.018
-0.004 -0.022 -0.004
-0.058 0.023 -0.036
-0.012 0.011 -0.015
0.028 0.033 -0.044
0.019 -0.002 -0.002

3.
The following is a quantum chemistry calculation of the ion C3H5NO2S with charge -2, from OMol25.

- structure (SMILES) = N[C@@H](C[S-])C(=O)[O-]
- frontier orbital gap (eV) = 5.6
- net charge = -2
- energy relative to the best compared isomer or geometry (same formula, charge and spin) (eV) = 0.442
- multiplicity = 1
- LUMO energy (eV) = 6.23
- E_tot (a.u.) = -720.7303

Last column: Löwdin charge in e.
Element x y z (Å)
N: 0.06721 1.47027 0.30283  -0.0119
C: 0.43939 0.06380 0.18777  -0.4444
C: -0.65579 -0.88113 0.62443  -0.7692
S: -1.19438 -0.71763 2.35727  -0.0247
C: 0.77803 -0.12648 -1.37763  -0.7145
O: 1.76509 -0.86966 -1.59244  -0.1235
O: 0.04509 0.44547 -2.21327  -0.1135
H: -0.48806 1.69680 1.12179  -0.0012
H: -0.39357 1.76936 -0.54212  0.0268
H: 1.36954 -0.12546 0.71949  0.1000
H: -1.50115 -0.83457 -0.06004  0.0376
H: -0.23141 -1.89077 0.47191  0.0385

Cartesian forces, eV/Å:
0.547 0.841 0.553
-0.336 1.094 -1.673
0.481 -1.238 -0.007
-0.200 0.085 0.327
0.225 -0.569 1.230
0.074 -0.072 -0.336
-0.138 0.172 -0.089
-0.082 -0.503 -0.058
-0.207 -0.200 -0.188
-0.044 -0.106 0.183
-0.142 0.353 -0.083
-0.178 0.143 0.142

4.
The following is a quantum chemistry calculation of a structure of composition C16H23BN6W, from OMol25.

- frontier orbital gap (alpha / beta) (eV) = 5.0 / 4.9
- net charge = +4
- energy relative to the best compared isomer or geometry (same formula, charge and spin) (eV) = 0.000
- multiplicity = 3
- <S²> = 2.1022
- LUMO energy (alpha / beta) (eV) = -17.60 / -17.64
- E_tot (a.u.) = -1041.9669

Last column: Mulliken spin population.
Element x y z (Å)
C: 2.65563 -0.29737 -0.45239  0.0086
N: 1.40531 -0.26396 -1.00177  0.0290
N: 1.52856 0.06321 -2.33304  -0.0246
C: 2.84048 0.15689 -2.62733  0.0397
C: 3.60067 -0.08129 -1.46747  0.0128
B: 0.32568 0.22813 -3.33201  -0.0193
N: -0.68717 -0.96493 -3.17962  0.0185
N: -1.18390 -1.48187 -1.99875  -0.0319
C: -1.91538 -2.61599 -2.29443  0.0083
C: -1.80054 -2.86892 -3.65515  0.0087
C: -1.04069 -1.80291 -4.18224  0.0088
W: -0.13638 -1.43747 -0.11865  0.8696
N: -0.35579 1.63380 -3.10701  0.0555
N: -0.89386 1.95122 -1.90391  0.2137
C: -1.38189 3.17266 -1.94274  0.0975
C: -1.14493 3.72675 -3.23084  0.3422
C: -0.48861 2.69896 -3.94623  0.3128
H: -1.88688 3.58217 -1.07254  0.0065
H: -0.14186 2.64126 -4.95976  -0.0022
H: -1.44420 4.69709 -3.53176  -0.0063
H: 0.78325 0.26305 -4.47846  -0.0018
H: -0.70107 -1.60270 -5.18660  -0.0004
H: 3.13556 0.33287 -3.64128  -0.0007
H: -2.22840 -3.71282 -4.18275  0.0007
H: 4.66745 -0.10669 -1.38757  0.0009
H: -2.40920 -3.15952 -1.49768  0.0004
H: 2.73632 -0.48751 0.59858  -0.0030
H: -1.86964 -0.68864 -0.40996  0.0246
C: -2.15817 -1.43768 0.44278  -0.0150
H: -2.97839 -1.98394 -0.03822  0.0015
H: -1.19806 -2.27638 0.92890  0.0397
H: -2.52667 -0.90390 1.31047  0.0053
C: 1.72909 -0.46365 4.85925  0.0175
C: 0.45890 0.17313 4.28506  0.0060
C: -0.76352 -0.43971 4.98527  0.0145
C: 0.49992 1.66376 4.60706  -0.0231
C: 0.33738 -0.04031 2.83766  0.0909
C: 0.16302 -0.35987 1.64303  -0.1063
H: 1.67170 -0.36618 5.95299  0.0010
H: 2.62287 0.05813 4.50167  0.0003
H: 1.82893 -1.52243 4.59303  -0.0011
H: -0.62048 -0.30946 6.06856  0.0019
H: -1.68514 0.06836 4.67746  -0.0007
H: -0.88808 -1.50802 4.76039  -0.0001
H: 1.39367 2.13862 4.19163  0.0016
H: -0.37564 2.18977 4.21559  0.0017
H: 0.52017 1.74426 5.70079  -0.0041

Cartesian forces, eV/Å:
1.189 0.191 -1.419
-1.758 -1.661 -0.203
0.208 -0.215 -0.223
-1.012 -0.326 0.853
-1.228 -0.130 1.061
0.322 0.808 -0.939
0.234 -0.724 -0.394
1.627 0.158 0.419
0.666 0.010 -0.922
-0.175 0.288 0.506
-0.128 0.095 1.273
4.282 6.461 -0.811
0.257 1.503 -2.402
-1.020 0.411 1.838
0.276 -0.961 0.342
-0.624 0.226 1.221
0.963 -3.037 0.504
0.157 0.141 -0.328
0.091 0.200 -0.331
-0.079 0.752 -0.595
-0.421 -0.306 0.946
-0.122 -0.032 -0.126
0.267 0.183 -0.319
0.018 0.176 -0.044
0.345 0.090 0.072
-0.036 -0.184 -0.459
0.421 -0.022 0.277
0.073 0.221 0.381
-0.796 -1.594 1.673
0.150 -0.005 0.132
-3.777 -0.120 0.938
0.074 -0.186 0.294
0.893 -0.729 -0.153
0.847 0.063 -1.738
-1.701 -0.866 -0.126
-0.206 1.304 -0.276
0.089 0.275 3.715
-0.585 -2.694 -4.803
0.011 -0.045 -0.356
-0.159 -0.023 0.115
-0.091 0.147 0.216
0.100 0.037 -0.361
0.188 0.006 0.208
0.215 0.233 0.205
-0.078 -0.115 0.151
0.057 -0.022 0.229
-0.027 0.021 -0.239